# 1
{
  "formula": "C8H10O4",
  "method": "ωB97M-V with the def2-TZVPD basis set",
  "species": ["C", "C", "C", "C", "C", "C", "C", "C", "H", "H", "H", "H", "H", "H", "H", "H", "H", "H", "O", "O", "O", "O"],
  "coordinates": [[1.087, 2.658, -1.410], [1.262, 1.161, -1.920], [0.662, 0.201, -0.911], [-0.621, -0.258, -1.228], [-1.310, -1.026, -0.317], [-0.847, -1.433, 0.913], [0.334, -0.839, 1.188], [1.024, 0.035, 0.390], [2.262, 4.030, -0.493], [1.158, 3.138, -2.449], [-0.062, 2.903, -1.025], [0.834, 1.140, -2.869], [2.375, 0.996, -1.973], [-0.975, 0.187, -2.051], [-3.286, -1.233, 0.295], [-1.472, -2.260, 2.680], [1.565, -0.624, 2.609], [1.978, 0.532, 0.674], [1.977, 2.988, -0.399], [-2.690, -1.326, -0.714], [-1.712, -2.148, 1.635], [0.684, -0.988, 2.526]],
  "nbo_charge": [-0.047, -0.435, 0.018, -0.280, 0.264, 0.219, 0.228, -0.308, 0.483, 0.165, 0.152, 0.214, 0.221, 0.211, 0.478, 0.515, 0.481, 0.225, -0.728, -0.694, -0.686, -0.695],
  "homo_ha": -0.304,
  "homo_lumo_gap_ev": 8.7729,
  "smiles": "OCCc1cc(O)c(O)c(O)c1",
  "relative_energy_ev": 1.278,
  "energy_ev": -16644.783
}

=====

# 2
{
  "formula": "C8H10S",
  "method": "ωB97M-V with the def2-TZVPD basis set",
  "species": ["C", "C", "C", "C", "C", "C", "C", "C", "S", "H", "H", "H", "H", "H", "H", "H", "H", "H", "H"],
  "coordinates": [[-0.446, -1.548, 0.367], [-1.242, -0.530, -0.430], [0.849, -1.248, 0.999], [-0.251, 0.187, -1.339], [1.413, 0.125, 0.418], [-0.687, 1.823, 0.425], [-1.465, -2.026, -0.277], [0.449, 1.070, -0.346], [-2.166, 0.730, 0.418], [0.608, -0.995, 2.107], [1.705, -1.989, 0.842], [0.404, -0.459, -1.798], [-0.825, 0.758, -2.112], [2.013, 0.573, 1.291], [2.227, -0.088, -0.206], [-0.444, 2.004, 1.462], [-1.009, 2.584, -0.182], [-2.114, -2.890, -0.707], [0.982, 1.917, -0.930]],
  "nbo_charge": [0.043, -0.232, -0.462, -0.436, -0.394, -0.512, -0.176, -0.221, 0.161, 0.247, 0.242, 0.210, 0.212, 0.209, 0.206, 0.223, 0.215, 0.239, 0.224],
  "homo_ha": -0.292,
  "homo_lumo_gap_ev": 8.8636,
  "smiles": "C1=C2CC[C@@H]3CS[C@]12C3",
  "relative_energy_ev": 3.876,
  "energy_ev": -19289.757
}

=====

# 3
{
  "formula": "C8H10SSi",
  "method": "ωB97M-V with the def2-TZVPD basis set",
  "species": ["C", "C", "C", "C", "C", "C", "C", "C", "Si", "S", "H", "H", "H", "H", "H", "H", "H", "H", "H", "H"],
  "coordinates": [[1.011, 1.291, -0.437], [0.031, 0.293, -0.295], [1.364, 1.881, 0.754], [-0.350, 0.109, 1.007], [-0.506, -0.656, -1.216], [-1.378, -1.539, -0.715], [2.232, 3.025, 1.001], [-2.043, -2.578, -1.579], [-1.365, -1.451, 1.148], [0.507, 1.115, 2.077], [1.256, 1.817, -1.294], [-0.395, -0.434, -2.211], [1.775, 3.905, 1.582], [3.251, 2.799, 1.606], [2.621, 3.363, -0.019], [-1.226, -3.099, -2.213], [-2.847, -2.206, -2.209], [-2.384, -3.553, -1.053], [0.899, -2.328, 2.015], [-2.452, -1.754, 2.054]],
  "nbo_charge": [-0.256, -0.121, -0.170, -0.673, -0.135, -0.463, -0.656, -0.652, 1.236, 0.473, 0.217, 0.207, 0.235, 0.229, 0.228, 0.223, 0.224, 0.217, -0.207, -0.157],
  "homo_ha": [-0.295, -0.282],
  "homo_lumo_gap_ev": [6.9767, 6.8471],
  "relative_energy_ev": 3.415,
  "energy_ev": -27166.051
}

=====

# 4
{
  "formula": "C8H10SSi",
  "method": "ωB97M-V with the def2-TZVPD basis set",
  "species": ["C", "C", "C", "C", "C", "C", "C", "C", "Si", "S", "H", "H", "H", "H", "H", "H", "H", "H", "H", "H"],
  "coordinates": [[0.491, -1.234, 1.046], [-2.216, 0.611, 0.257], [3.878, -1.015, -0.265], [3.041, -1.585, 0.684], [3.666, 0.023, -1.113], [1.677, -1.446, 0.760], [-1.805, 1.417, -0.923], [-3.733, 0.711, 0.345], [-1.250, -0.718, 1.109], [2.143, 0.728, -1.184], [4.888, -1.463, -0.027], [3.638, -2.222, 1.355], [4.428, 0.396, -1.621], [-2.597, 1.846, -1.585], [-1.190, 2.242, -0.522], [-1.051, 0.990, -1.527], [-4.294, 0.209, -0.586], [-4.054, 0.326, 1.357], [-3.874, 1.860, 0.258], [-1.785, -1.678, 2.183]],
  "nbo_charge": [-0.425, -0.451, -0.255, -0.184, -0.267, 0.022, -0.682, -0.651, 1.059, -0.024, 0.212, 0.238, 0.194, 0.219, 0.234, 0.233, 0.225, 0.220, 0.214, -0.130],
  "homo_ha": [-0.278, -0.272],
  "homo_lumo_gap_ev": [5.8725, 5.7202],
  "smiles": "CC(C)=[SiH]C#C/C=C\\C=S",
  "relative_energy_ev": 4.863,
  "energy_ev": -27164.604
}

=====

# 5
{
  "formula": "C8H10Si",
  "method": "ωB97M-V with the def2-TZVPD basis set",
  "species": ["C", "C", "C", "C", "C", "C", "C", "C", "Si", "H", "H", "H", "H", "H", "H", "H", "H", "H", "H"],
  "coordinates": [[2.830, -0.214, -0.406], [2.359, 0.462, 0.682], [1.924, -0.948, -1.189], [1.098, 0.390, 1.119], [0.608, -1.024, -0.801], [0.194, -0.345, 0.353], [-2.075, -1.082, 1.447], [-1.185, -0.477, 0.778], [-2.579, 1.678, -1.056], [3.838, -0.323, -0.543], [2.969, 1.177, 1.195], [2.209, -1.562, -1.977], [0.881, 1.246, 1.780], [-0.116, -1.444, -1.595], [-3.150, -0.889, 1.436], [-1.660, -1.900, 2.093], [-3.818, 0.826, -1.286], [-1.912, 2.088, -2.326], [-2.414, 2.341, 0.296]],
  "nbo_charge": [-0.220, -0.195, -0.195, -0.219, -0.198, -0.142, -0.510, 0.111, 0.453, 0.207, 0.205, 0.209, 0.227, 0.226, 0.227, 0.209, -0.142, -0.134, -0.118],
  "homo_ha": [-0.265, -0.256],
  "homo_lumo_gap_ev": [6.9113, 6.5791],
  "relative_energy_ev": 4.794,
  "energy_ev": -16329.988
}

=====

# 6
{
  "formula": "C8H10Si",
  "method": "ωB97M-V with the def2-TZVPD basis set",
  "species": ["C", "C", "C", "C", "C", "C", "C", "C", "Si", "H", "H", "H", "H", "H", "H", "H", "H", "H", "H"],
  "coordinates": [[-3.120, -0.073, -0.258], [-2.466, -1.268, 0.114], [-2.410, 1.086, -0.259], [-1.095, -1.294, 0.360], [-1.053, 1.084, -0.002], [-0.380, -0.144, 0.248], [3.187, -0.551, 0.064], [2.632, 0.568, -0.870], [1.481, 0.179, 0.563], [-4.137, -0.008, -0.511], [-2.781, -2.302, 0.343], [-2.758, 1.983, -0.559], [-0.761, -2.301, 0.736], [-0.539, 2.083, -0.167], [3.298, -1.553, -0.236], [3.793, -0.411, 0.974], [3.128, 1.506, -0.949], [2.415, -0.002, -1.814], [1.568, 1.418, 2.222]],
  "nbo_charge": [-0.199, -0.209, -0.212, -0.212, -0.185, -0.456, -0.777, -0.847, 1.233, 0.215, 0.223, 0.208, 0.219, 0.224, 0.230, 0.243, 0.238, 0.246, -0.181],
  "homo_ha": -0.319,
  "homo_lumo_gap_ev": 9.2650,
  "relative_energy_ev": 3.051,
  "energy_ev": -16331.730
}